A cluster of 2 separate species, C27H44BF4N6O2PSi in total, computed with ωB97M-V/def2-TZVPD.

Structure (XYZ):
```
86
C27H44BF4N6O2PSi, DFT ωB97M-V/def2-TZVPD
C 0.2842 3.1749 4.6300
C -0.0339 2.1266 3.4229
N 1.1870 1.8761 2.6250
C 1.0851 0.7542 1.7040
C 1.5195 -0.6344 2.1914
C 2.0185 -0.6632 3.7234
C 1.0015 -0.6477 4.8789
C 1.7211 -0.6293 6.2350
C 3.2375 -0.6298 6.2862
N 4.2147 -0.6051 5.2563
C 3.5049 -0.6229 4.0277
N 1.4894 -1.8349 1.3284
C 2.0227 -3.0145 2.0564
C 0.9480 -3.6835 3.0927
C -0.5442 -3.7616 2.5311
C -1.3762 -2.3876 2.5487
C -1.3428 -4.7700 3.5424
C 0.9876 -1.7986 -0.0494
C 1.1397 -3.1669 -0.7445
N 2.6433 -3.3327 -1.0128
C 0.4456 -0.4399 -0.6470
C -0.1576 -0.3396 -2.0820
Si -0.5100 -1.7331 -3.2810
C -1.6006 -1.5289 -4.8214
C 1.0645 -2.6146 -4.0164
C -1.6696 -2.9761 -2.3023
C -0.5165 1.1239 -2.5381
P -1.1678 1.5875 -4.2962
N 0.1224 2.5955 -5.0141
O -2.6253 2.4803 -4.1847
C -0.3834 2.4233 -1.6785
C -0.7529 3.9103 -2.1312
N -1.8524 4.5316 -1.2925
C -3.1235 3.7615 -1.3846
C 0.1276 2.2826 -0.2145
O 0.2046 3.4789 0.5477
C 0.5397 0.8640 0.2476
H -0.3615 2.9937 5.5518
H 1.4070 3.2363 4.8483
H -0.0087 4.2254 4.2460
H -0.7667 2.7012 2.7352
H -0.6040 1.2024 3.7729
H 2.0639 1.9156 3.1485
H -0.1295 -0.6408 4.8046
H 1.1139 -0.6169 7.2018
H 3.6931 -0.6532 7.3463
H 4.1906 -0.6010 3.0984
H 2.3199 -3.9161 1.4089
H 3.0262 -2.8147 2.5978
H 1.2898 -4.7805 3.2389
H 0.9897 -3.2202 4.1325
H -0.6642 -4.2288 1.4993
H -1.4692 -2.0439 1.4463
H -2.4401 -2.6221 2.8853
H -0.8837 -1.5250 3.1023
H -0.6725 -5.6614 3.8357
H -2.3095 -5.1190 3.0379
H -1.5805 -4.1960 4.5033
H 0.6946 -3.5115 -1.6956
H 0.8006 -4.0026 -0.0096
H 2.9661 -4.2273 -0.6075
H 3.1648 -2.5690 -0.5641
H -2.5430 -0.9526 -4.5373
H -1.1056 -0.9474 -5.6866
H -1.9169 -2.5622 -5.2266
H 1.1318 -2.5143 -5.1488
H 0.9523 -3.7405 -3.7766
H 2.0339 -2.2385 -3.5214
H -1.4354 -4.0553 -2.6025
H -2.7778 -2.7027 -2.4362
H -1.4765 -2.8952 -1.1635
H 0.7144 2.9705 -4.2522
H -0.3148 3.4211 -5.4822
H -3.3208 1.9617 -4.6553
H -0.9276 4.0822 -3.2355
H 0.1820 4.5434 -1.8616
H -2.0032 5.4663 -1.7186
H -3.6557 3.9319 -2.3979
H -3.8418 4.2258 -0.6034
H -3.0430 2.6588 -1.1139
H 0.9711 3.9783 0.1785
B -1.4619 6.1801 -7.1037
F -0.3496 6.7718 -7.7826
F -1.0697 4.9040 -6.5668
F -1.8813 7.0354 -6.0325
F -2.5435 5.9966 -8.0226
```

**2S+1**: 1
**Lowest unoccupied orbital energy**: -2.80 eV
**Total charge**: 0